[1]
{
  "formula": "C37H39BBrF9NO3ReSb",
  "method": "the ωB97M-V functional and the def2-TZVPD basis",
  "gap_ev": [6.992, 6.636],
  "fmax_ev_per_a": 1.78,
  "total_charge": 2,
  "multiplicity": 4,
  "symbols": ["H", "H", "H", "H", "H", "F", "F", "C", "C", "C", "C", "H", "C", "H", "C", "H", "H", "C", "H", "C", "C", "H", "H", "H", "F", "H", "C", "C", "C", "F", "C", "H", "C", "C", "F", "O", "F", "C", "C", "C", "H", "H", "F", "H", "H", "C", "C", "Sb", "H", "C", "H", "H", "O", "F", "H", "C", "Re", "F", "C", "C", "H", "C", "C", "C", "C", "H", "H", "H", "C", "H", "C", "C", "Br", "H", "H", "H", "C", "H", "H", "B", "C", "N", "H", "H", "H", "H", "C", "H", "C", "O", "C", "H", "C"],
  "positions_angstrom": [[1.5913, -3.0469, 0.0122], [5.2916, -2.4573, 3.5469], [-5.2255, 3.8184, -0.5768], [4.4916, -0.0820, 0.8367], [-5.4718, -5.0393, -0.5271], [-2.5126, 1.0599, -2.6668], [-0.9354, -2.8413, -1.9437], [3.0720, 1.9307, 2.1228], [-3.6962, -2.7670, 2.6752], [-4.6107, -5.3854, 0.0502], [-0.8677, -0.6393, -2.9122], [-1.4321, 5.3323, 1.2905], [-0.7396, -2.2005, -3.1336], [-2.7116, -3.6666, -0.9118], [-2.8032, -2.0835, 1.9068], [5.1402, -1.7130, 0.6681], [-3.2290, 5.1892, -1.1126], [4.0185, 0.4242, -2.1127], [5.7269, -0.6499, 1.9474], [-2.4234, 3.7412, 0.2676], [4.2232, -2.3014, 3.4160], [0.4494, -1.7694, 2.9800], [3.5824, 0.8278, -3.0319], [2.5887, -4.7638, -1.4267], [-1.6506, -2.6691, -3.9785], [3.7068, -3.4703, 5.1379], [-3.0175, -3.4350, 0.1002], [3.6180, 3.1662, 2.4211], [-4.2826, -3.8721, 2.0612], [-3.0056, -0.5194, -4.0469], [-0.0979, 0.1049, -4.0440], [-2.1348, 4.1370, 2.3837], [2.8553, -3.7217, -1.5619], [-3.6432, 2.7190, 0.3744], [-0.3240, 1.4215, -3.9634], [-0.2696, -0.2592, -1.6986], [-2.9705, -0.9381, -1.9051], [-4.2950, 2.6703, 1.7422], [4.8355, -0.9538, 1.3958], [1.9664, -2.6803, 4.1538], [-4.8197, 3.6063, 1.9555], [0.5140, 3.1224, -1.2331], [-0.5062, -0.3452, -5.2313], [-3.5644, 2.4937, 2.5366], [-2.3592, 3.8569, -1.9038], [2.4163, 1.7528, 0.9034], [-2.2907, 4.6783, 1.4497], [1.7304, -0.2027, 0.5447], [4.2352, -4.0952, -3.1619], [2.2873, -2.7491, -0.7642], [-4.2754, 2.8302, -1.7008], [-3.9221, -5.8673, -0.6456], [-2.9828, 1.3866, 0.1772], [0.4630, -2.5252, -3.5713], [-1.4628, 5.1206, -1.0484], [2.4098, -1.3281, 2.2019], [-0.9299, -0.4080, 0.1643], [1.2132, -0.0997, -3.9074], [3.7741, -3.3433, -2.5325], [-2.3716, -0.2397, -2.9311], [-5.0282, 1.8591, 1.7553], [3.3325, -2.8736, 4.3119], [2.6388, -1.4038, -0.9366], [-4.6963, 2.8684, -0.6987], [3.5674, -1.0034, -1.8938], [-3.1820, 5.3033, 1.5473], [3.1658, 1.1128, 2.8302], [1.2614, -3.1247, 4.8484], [4.1185, -2.0089, -2.6883], [1.3295, 1.6184, -1.6238], [-2.3714, 4.5158, -1.0333], [2.8359, 4.0082, 0.3005], [-1.8896, -0.5115, 2.5198], [-5.4226, 2.0606, -0.5967], [3.7459, 1.0800, -1.2937], [-3.9324, -2.4711, 3.6929], [2.2583, 2.7843, -0.0275], [5.1036, 0.4694, -2.2264], [-4.9677, -6.1311, 0.7597], [-1.6387, 1.6051, 0.1884], [3.5051, 4.2003, 1.5006], [-2.4373, -2.3665, 0.6726], [2.7574, 4.8262, -0.4105], [2.0228, 3.1499, -2.1447], [3.9440, 5.1670, 1.7204], [4.1347, 3.3167, 3.3621], [3.7927, -1.5191, 2.3437], [-5.0019, -4.4647, 2.6161], [1.5112, -1.9073, 3.0983], [-1.2131, 2.8733, 0.2767], [-3.9603, -4.2218, 0.7561], [4.8547, -1.7266, -3.4385], [1.4953, 2.6539, -1.3269]],
  "lowdin_charge": [0.0945, 0.1286, 0.1126, 0.0431, 0.1026, 0.1805, 0.1052, -0.1165, -0.0414, -0.0140, -0.2113, 0.1028, -0.5281, 0.1211, -0.6346, 0.1006, 0.1092, -0.0272, 0.0989, -0.4065, -0.0208, 0.0137, 0.0917, 0.1179, 0.2029, 0.1202, -0.0417, -0.0544, 0.0327, 0.2288, -0.5484, 0.0940, -0.0667, -0.4039, 0.1877, -0.3288, 0.1136, -0.0081, -0.0368, -0.0673, 0.1085, 0.0771, 0.2068, 0.0859, 0.0943, -0.3207, 0.0025, 1.6352, 0.1195, -0.1475, 0.0836, 0.0931, 0.0167, 0.2088, 0.1026, -0.3274, 1.1984, 0.1831, -0.0419, -0.5331, 0.1026, -0.0434, -0.3219, 0.0023, -0.2926, 0.1095, 0.0987, 0.1133, -0.0222, 0.0324, 0.0024, -0.0213, 1.0029, 0.1044, 0.0421, 0.1313, -0.2972, 0.1000, 0.0929, -0.8145, -0.0392, -0.0414, 0.1277, 0.1052, 0.1198, 0.1187, -0.2840, 0.1412, -0.1432, 0.1023, -0.2065, 0.1303, -0.0445]
}

[2]
{
  "formula": "C3H5F2N",
  "method": "the ωB97M-V functional and the def2-TZVPD basis",
  "gap_ev": 10.131,
  "fmax_ev_per_a": 4.71,
  "symbols": ["C", "H", "H", "F", "H", "C", "H", "N", "F", "H", "C"],
  "positions_angstrom": [[1.3172, 0.3651, 0.2457], [-0.1193, -0.6390, -2.0533], [0.7094, 2.1591, 0.4289], [1.8028, 0.6805, -0.9720], [-1.5937, -1.5633, -1.7544], [-0.7731, -1.0392, -1.3279], [0.4721, 1.1877, 1.7334], [1.1429, 1.4649, 1.0813], [2.1344, -0.6154, 0.7582], [-1.0690, -0.8286, 0.8062], [-0.4850, -0.7847, -0.0823]],
  "lowdin_charge": [-0.4895, 0.0318, 0.1280, 0.0763, 0.0434, -0.0666, 0.0617, 0.1306, 0.0447, 0.0370, 0.0026]
}

[3]
{
  "formula": "C30H48P2Pm",
  "method": "the ωB97M-V functional and the def2-TZVPD basis",
  "gap_ev": [3.948, 4.085],
  "fmax_ev_per_a": 6.85,
  "total_charge": 1,
  "multiplicity": 5,
  "symbols": ["H", "H", "H", "H", "C", "C", "H", "C", "C", "H", "H", "C", "H", "H", "H", "H", "H", "C", "C", "C", "H", "C", "C", "C", "H", "H", "H", "C", "H", "P", "H", "H", "H", "H", "H", "C", "H", "C", "H", "H", "H", "H", "P", "H", "H", "H", "Pm", "H", "C", "H", "H", "C", "C", "C", "C", "H", "H", "H", "C", "H", "C", "C", "C", "C", "C", "H", "H", "C", "H", "H", "H", "H", "C", "C", "H", "C", "H", "H", "C", "H", "H"],
  "positions_angstrom": [[-4.7716, 0.3947, -2.0994], [-1.3196, -0.8379, 4.8075], [-1.1032, 4.5249, 1.3593], [-2.9089, -0.0350, -4.2204], [-4.2747, -0.3496, -1.4732], [0.2806, 2.2159, 1.6706], [0.7801, -2.2416, -4.4955], [-1.0829, 3.1792, 5.0384], [0.7519, -0.9959, -2.6765], [4.9496, -0.7443, -0.4195], [-2.5717, -1.2080, 3.6029], [-2.0057, -0.2202, -3.6282], [-1.5632, -2.1058, -4.5184], [-2.2360, -2.9856, 0.5031], [0.9148, -0.5033, -4.8568], [-2.0897, 5.8801, 3.2182], [0.8399, -0.4741, 5.0982], [2.9579, -1.7695, 1.8906], [1.4809, -1.5886, 1.9327], [-1.4623, 1.0008, -2.8221], [-2.0757, 5.0373, 5.5756], [0.4908, -2.3023, 1.1602], [3.8548, 2.2140, -1.2432], [0.8309, -3.4526, 0.2936], [-0.4274, 1.7119, -4.6311], [-2.0886, -3.6136, 2.1509], [3.7971, -1.7066, -1.3199], [-1.6322, -0.6742, 3.7665], [-0.2949, -0.8820, -2.3484], [3.0354, 0.5928, -1.0861], [3.5620, 2.7837, -0.3420], [1.7588, 1.7263, -4.1625], [-4.9994, -1.1294, -1.2205], [-0.0412, -3.8780, -0.2088], [-2.0966, 0.7477, -0.5788], [-0.8026, -1.9633, 1.7055], [1.2575, -4.2691, 0.8985], [1.2072, 1.5332, -3.2262], [-0.4509, 2.8055, -3.3003], [2.6561, -0.0594, -3.2308], [2.4379, -0.8690, 4.3791], [-1.8750, 0.3922, 3.6765], [-2.8082, -1.0323, -2.1770], [1.7082, 0.7156, 4.0808], [3.4616, -0.8975, 2.3428], [1.5945, -3.2263, -0.4649], [0.4408, -0.1704, -0.4450], [-0.1048, 1.4325, 4.2406], [1.7410, 0.2090, -2.6300], [-1.1682, -2.8593, -2.5069], [3.3301, -1.8767, 0.8616], [0.8064, -0.9339, 2.9969], [4.2741, -0.7123, -1.2913], [-1.0794, -1.1116, -4.4991], [-1.6213, 0.2627, -1.4495], [4.8537, -0.5927, -2.2153], [-2.2384, 1.7912, -2.8034], [0.3183, 2.5986, 0.6430], [-2.0727, -2.6970, 1.5361], [-2.9209, -2.0707, 1.8331], [-0.2666, 1.7422, -3.5280], [0.4377, -1.2379, -4.1869], [1.4768, -0.3571, 4.2010], [-1.6502, 4.9078, 3.4414], [-1.0915, 4.1665, 2.3985], [3.2730, -2.6692, 2.4573], [1.5571, 2.3699, -2.6022], [-1.6481, 4.4352, 4.7683], [3.5041, 2.7685, -2.1301], [-1.0823, 2.7884, 6.0555], [4.9552, 2.1572, -1.2674], [-1.1925, -0.7029, -5.5172], [-0.5121, 2.4248, 4.0232], [-0.4357, 2.9119, 2.6762], [-2.8367, -3.3967, -2.5538], [-0.5820, -1.1248, 2.8272], [-2.1010, -2.9725, -1.0062], [1.0452, 1.4960, 1.9896], [-2.1585, -2.6896, -2.0599], [1.1462, -1.8934, -2.1259], [-4.0227, 0.1658, -0.5325]],
  "lowdin_charge": [0.0830, 0.0919, 0.0951, 0.1201, -0.1635, -0.1481, 0.1316, -0.1063, -0.3288, 0.0645, 0.0671, -0.3363, 0.1064, 0.0184, 0.1211, 0.0922, 0.0899, -0.0630, -0.3108, -0.3163, 0.0904, -0.4137, -0.2441, -0.0750, 0.1349, 0.1089, 0.0431, -0.0320, -0.0060, 0.8678, 0.0553, 0.1296, 0.0675, 0.0681, 0.0514, -0.2814, 0.0996, -0.2167, 0.1226, 0.1173, 0.0818, 0.0741, 1.0088, 0.0783, 0.0872, 0.0526, 1.5159, 0.0570, -0.4515, 0.0687, 0.0323, -0.2337, -0.2893, -0.1665, -0.4498, 0.0582, 0.1364, -0.0284, -0.0535, 0.0772, -0.1311, -0.1233, -0.0400, -0.1188, -0.0740, 0.1013, 0.0859, -0.1242, 0.0461, 0.0989, 0.0638, 0.1241, -0.0918, -0.3450, 0.0804, -0.2230, 0.0133, -0.0071, -0.1665, 0.1067, 0.0723]
}